1.
Molecular formula: C19H10Cl5CrN3O3
Method: DFT, ωB97M-V with the def2-TZVPD basis set

Each line ends with the Mulliken spin population.
Atoms and positions in Å:
Cr  0.697  -0.398  -0.169  3.09
O  -2.139  2.611  -1.636  0.00
C  -2.155  3.319  -0.494  0.00
C  -3.091  4.352  -0.422  0.00
C  -3.181  5.131  0.709  0.00
C  -2.343  4.907  1.806  0.00
C  -1.420  3.896  1.747  0.00
C  -1.306  3.080  0.603  0.00
C  -0.317  2.022  0.609  -0.01
O  -0.211  1.225  -0.452  -0.03
N  0.491  1.849  1.634  0.00
N  1.313  0.808  1.319  -0.07
C  2.456  0.620  1.860  0.01
C  3.264  -0.407  1.197  0.03
C  4.523  -0.794  1.604  0.01
C  5.212  -1.728  0.837  0.01
C  4.622  -2.247  -0.302  0.01
C  3.347  -1.825  -0.646  0.05
N  2.691  -0.920  0.080  -0.03
H  -1.447  1.936  -1.587  0.00
H  -3.731  4.518  -1.277  0.00
H  -3.912  5.928  0.745  0.00
H  -2.421  5.525  2.689  0.00
H  -0.759  3.703  2.580  0.00
H  2.816  1.241  2.673  0.00
H  4.959  -0.367  2.497  0.00
H  6.203  -2.045  1.133  0.00
H  5.129  -2.974  -0.918  0.00
H  2.823  -2.213  -1.510  0.00
Cl  -4.404  -5.116  -1.581  0.00
C  -2.986  -4.164  -1.482  -0.01
C  -2.836  -3.253  -0.442  0.00
Cl  -4.039  -3.056  0.759  0.00
C  -1.677  -2.493  -0.391  -0.02
Cl  -1.405  -1.344  0.896  0.00
C  -0.668  -2.597  -1.340  0.02
O  0.423  -1.828  -1.264  -0.03
C  -0.822  -3.524  -2.371  0.00
Cl  0.434  -3.660  -3.531  0.00
C  -1.974  -4.299  -2.443  0.00
Cl  -2.160  -5.419  -3.720  0.00

Summary:
Charge = +1
E_LUMO (alpha / beta) = -4.94 / -4.91 eV
Kohn-Sham gap (alpha / beta) = 6.3 / 6.3 eV
Electronic energy = -121506.86552 eV
ΔE to the lowest compared entry with this formula, charge and spin = 0.00 kcal per mole
E_HOMO (alpha / beta) = -0.412 / -0.412 Eh
Maximum force = 0.21 eV/Å
2S+1 = 4


2.
Molecular formula: C4H7N3
Method: DFT, ωB97M-V with the def2-TZVPD basis set

Each line ends with the natural charge from an NBO analysis.
Atoms and positions in Å:
N  2.382  -0.561  0.178  -0.86
C  1.141  0.096  0.032  0.13
C  0.597  1.349  -0.335  -0.16
N  -0.812  1.286  -0.196  -0.54
C  -1.133  -0.025  -0.018  0.32
N  -2.388  -0.494  0.362  -0.81
C  0.014  -0.761  -0.075  -0.41
H  3.160  -0.325  0.770  0.39
H  2.488  -1.424  -0.332  0.38
H  1.011  2.337  -0.352  0.20
H  -1.363  2.050  0.186  0.41
H  -3.161  -0.244  -0.236  0.37
H  -2.329  -1.496  0.504  0.38
H  0.120  -1.734  -0.523  0.21

Summary:
Charge = 0
SMILES string = Nc1c[nH]c(N)c1
E_LUMO = 1.08 eV
Kohn-Sham gap = 8.1 eV
Electronic energy = -8730.35576 eV
ΔE to the lowest compared entry with this formula, charge and spin = 30.52 kcal per mole
E_HOMO = -0.260 Eh
Maximum force = 2.28 eV/Å


3.
Molecular formula: C15H26AlI2MnN2O3S3
Method: DFT, ωB97M-V with the def2-TZVPD basis set

Each line ends with the Mulliken spin population.
Atoms and positions in Å:
I  -1.072  3.492  -0.533  0.50
I  -3.492  3.512  -1.431  0.46
Al  -2.772  -0.411  -1.556  -0.01
Mn  0.083  0.154  0.263  2.89
S  -2.085  -0.094  0.646  -0.16
S  -0.575  -0.019  -1.920  -0.07
C  0.610  1.185  1.683  -0.15
C  -3.018  -0.824  2.135  0.00
C  0.102  0.749  -3.553  0.00
C  -4.442  -1.064  1.632  0.00
C  -2.359  -2.120  2.596  0.00
C  -2.992  0.209  3.257  0.00
C  -1.061  1.176  -4.424  0.00
C  0.923  -0.387  -4.147  0.00
C  0.936  1.950  -3.192  0.03
C  -2.734  -2.322  -1.780  0.28
C  -2.080  -2.676  -2.863  0.01
O  0.933  1.523  2.783  0.05
O  -3.228  -3.022  -0.857  0.50
O  -1.514  -3.348  -3.659  0.15
H  -4.477  -1.848  0.854  0.00
H  -4.870  -0.145  1.208  0.00
H  -5.089  -1.374  2.470  0.00
H  -2.279  -2.876  1.792  0.00
H  -2.953  -2.552  3.426  0.00
H  -1.342  -1.913  2.969  0.00
H  -1.957  0.358  3.587  0.00
H  -3.582  -0.154  4.114  0.00
H  -3.410  1.163  2.918  0.00
H  -0.642  1.607  -5.353  0.00
H  -1.712  1.941  -3.948  0.00
H  -1.716  0.331  -4.688  0.00
H  1.328  -0.052  -5.105  0.00
H  0.322  -1.286  -4.297  0.00
H  1.751  -0.638  -3.480  0.00
H  1.323  2.421  -4.108  0.01
H  1.768  1.657  -2.549  -0.01
H  0.364  2.720  -2.648  0.01
S  1.887  -0.870  -0.339  -0.41
C  3.158  -0.092  0.594  0.00
N  3.426  1.215  0.500  -0.01
C  4.585  1.899  1.098  0.00
C  5.515  0.907  1.743  0.00
C  4.760  -0.228  2.431  0.00
N  3.875  -0.855  1.453  -0.02
H  2.883  1.744  -0.183  0.01
H  4.240  2.657  1.817  0.00
H  5.095  2.432  0.300  0.00
H  6.114  1.423  2.495  0.00
H  6.212  0.494  1.003  0.00
H  4.180  0.154  3.307  0.00
H  5.455  -0.989  2.808  0.00
H  3.441  -1.737  1.710  0.00

Summary:
Charge = +4
E_LUMO (alpha / beta) = -16.28 / -16.96 eV
Kohn-Sham gap (alpha / beta) = 3.7 / 3.9 eV
Electronic energy = -111676.82779 eV
ΔE to the lowest compared entry with this formula, charge and spin = 11.48 kcal per mole
E_HOMO (alpha / beta) = -0.736 / -0.766 Eh
Maximum force = 9.93 eV/Å
2S+1 = 5


4.
Molecular formula: C6H12N2O
Method: DFT, ωB97M-V with the def2-TZVPD basis set

Each line ends with the natural charge from an NBO analysis.
Atoms and positions in Å:
H  0.002  -1.929  -1.552  0.32
N  -0.009  -1.074  -2.103  -0.60
C  -0.960  -0.290  -1.819  0.15
C  -1.879  -0.397  -0.660  -0.57
C  -1.496  0.748  0.366  0.71
N  -1.556  0.337  1.664  -0.82
O  -1.568  1.915  0.055  -0.61
H  -0.968  0.667  -2.330  0.18
H  -1.841  -1.378  -0.184  0.20
H  -2.894  -0.178  -0.985  0.25
H  -1.429  1.038  2.378  0.40
H  -1.391  -0.618  1.922  0.39
C  1.734  0.714  -0.894  -0.36
C  1.480  0.621  0.419  -0.23
C  1.849  -0.580  1.235  -0.64
H  1.590  1.647  -1.415  0.20
H  2.283  -0.048  -1.430  0.20
H  1.233  1.515  0.979  0.20
H  2.523  -0.322  2.050  0.22
H  0.969  -1.045  1.679  0.19
H  2.326  -1.342  0.622  0.21

Summary:
Charge = 0
SMILES string = [H]/N=C\CC(N)=O.C=CC
E_LUMO = 0.75 eV
Kohn-Sham gap = 9.9 eV
Electronic energy = -11443.10267 eV
ΔE to the lowest compared entry with this formula, charge and spin = 36.16 kcal per mole
E_HOMO = -0.335 Eh
Maximum force = 2.73 eV/Å


> What is the formula in the fourth record?

C6H12N2O